Molecular formula: C11H12IrN3O5S4
Method: DFT, ωB97M-V/def2-TZVPD

HOMO energy (spin up / spin down) = -8.425 / -8.349 eV
HOMO-LUMO gap (spin up / spin down) = 0.311 / 0.189 hartree
LUMO (spin up / spin down) = 0.0 / -3.2 eV

The geometry in ORCA input format:
```
! RIJCOSX wB97M-V def2-TZVPD def2/J DEFGRID3
* xyz 0 5
Ir -1.04 0.04 2.36
O -2.01 3.01 0.10
S -1.57 1.91 0.88
O -0.85 2.25 2.17
O -2.70 1.00 1.41
O -0.67 0.91 0.22
S -5.72 -4.06 4.80
C -4.51 -2.99 4.60
S -2.86 -3.32 5.04
C -2.35 -1.78 4.42
N -3.34 -1.05 3.98
N -4.52 -1.70 4.08
C -5.66 -0.93 3.61
C -5.46 -0.13 2.50
C -6.51 0.64 2.02
C -7.75 0.60 2.66
C -7.92 -0.20 3.77
C -6.88 -0.97 4.26
S -0.72 -1.27 4.31
H -4.49 -0.09 2.02
H -6.36 1.27 1.16
H -8.57 1.20 2.28
H -8.88 -0.23 4.28
H -7.01 -1.59 5.14
C 4.27 -1.28 1.52
N 2.91 -1.77 1.70
C 2.71 -3.20 1.94
C 1.87 -0.96 1.60
O 0.69 -1.35 1.69
H 4.76 -1.81 0.70
H 4.85 -1.42 2.43
H 4.25 -0.22 1.27
H 3.60 -3.59 2.43
H 2.55 -3.73 1.01
H 1.85 -3.34 2.58
H 2.11 0.09 1.41
*
```

=====

Molecular formula: C5H4ClFO
Method: DFT, ωB97M-V/def2-TZVPD

HOMO energy = -10.414 eV
HOMO-LUMO gap = 0.400 hartree
relative energy (zero: lowest compared OMol25 entry of this formula, charge and spin) = 44.6 kcal per mole
LUMO = 0.5 eV

The geometry in ORCA input format:
```
! RIJCOSX wB97M-V def2-TZVPD def2/J DEFGRID3
* xyz 0 1
C -0.94 -0.64 0.81
C -0.10 0.40 0.08
C 1.10 0.77 0.98
C 0.25 0.05 -1.34
C 0.70 -0.23 -2.42
H -1.15 -0.35 1.89
H -0.71 1.33 0.08
H 2.04 1.16 0.45
H 0.61 -0.57 -3.44
O 1.02 0.77 2.18
F -0.28 -1.83 0.76
Cl -2.55 -0.86 -0.02
*
```

=====

Molecular formula: C5H9NO2
Method: DFT, ωB97M-V/def2-TZVPD

HOMO energy = -8.341 eV
HOMO-LUMO gap = 0.325 hartree
relative energy (zero: lowest compared OMol25 entry of this formula, charge and spin) = 144.7 kcal per mole
LUMO = 0.5 eV

The geometry in ORCA input format:
```
! RIJCOSX wB97M-V def2-TZVPD def2/J DEFGRID3
* xyz 0 1
C 0.07 1.52 0.07
C -1.23 1.03 -0.08
C -0.18 0.21 -0.67
C 0.17 -1.10 -0.33
C -0.33 -1.67 0.97
H 0.98 0.37 1.39
H 0.36 2.36 -0.61
H -1.52 0.66 1.02
H -2.20 1.39 -0.68
H 0.57 -0.32 -2.61
H -0.02 -1.78 -1.09
H -0.83 -1.17 1.75
H -0.91 -2.64 0.90
H 1.55 -2.40 0.60
N 1.03 -1.52 0.81
O 0.67 1.51 1.25
O -0.19 0.27 -2.01
*
```

=====

Molecular formula: C2H10N4
Method: DFT, ωB97M-V/def2-TZVPD

HOMO energy = -8.223 eV
HOMO-LUMO gap = 0.342 hartree
relative energy (zero: lowest compared OMol25 entry of this formula, charge and spin) = 73.9 kcal per mole
LUMO = 1.1 eV

The geometry in ORCA input format:
```
! RIJCOSX wB97M-V def2-TZVPD def2/J DEFGRID3
* xyz 0 1
C -0.24 -0.63 -0.52
C -1.64 0.79 1.08
N -0.68 -0.30 0.96
N 0.98 0.09 -0.78
N 0.40 -0.11 1.89
N 1.38 -0.51 -2.19
H 0.73 1.08 -0.91
H 1.04 -0.90 1.83
H 0.97 0.70 1.62
H 2.15 0.06 -2.57
H 1.81 -1.42 -2.02
H -1.06 -0.36 -1.19
H -0.09 -1.71 -0.53
H -2.49 0.63 0.40
H -2.05 0.83 2.09
H -1.20 1.77 0.85
*
```

=====

Molecular formula: C24H24NO3P
Method: DFT, ωB97M-V/def2-TZVPD

HOMO energy = -9.001 eV
HOMO-LUMO gap = 0.351 hartree
LUMO = 0.6 eV

The geometry in ORCA input format:
```
! RIJCOSX wB97M-V def2-TZVPD def2/J DEFGRID3
* xyz 0 1
C -0.93 5.26 -3.37
H -1.98 5.07 -3.61
H -0.30 5.11 -4.25
H -0.81 6.28 -3.00
O -0.56 4.34 -2.35
C 0.68 3.82 -2.42
O 1.47 4.06 -3.29
C 0.91 2.89 -1.29
C 1.68 1.62 -1.59
C 2.32 2.69 -0.79
H 2.45 2.53 0.27
H 3.09 3.28 -1.26
C 1.30 0.29 -0.96
N 0.71 0.46 0.36
P 0.77 -0.90 1.35
O 2.10 -1.52 1.35
C 0.27 -0.22 2.96
C -0.94 0.43 3.18
C -1.23 0.93 4.44
C -0.33 0.77 5.48
C 0.87 0.12 5.26
C 1.17 -0.38 4.00
H 2.10 -0.89 3.81
H 1.57 -0.01 6.07
H -0.57 1.16 6.46
H -2.17 1.44 4.61
H -1.65 0.55 2.38
C -0.55 -2.07 0.85
C -0.23 -3.42 0.88
C -1.15 -4.37 0.48
C -2.40 -3.97 0.03
C -2.72 -2.62 0.00
C -1.80 -1.68 0.42
H -2.06 -0.63 0.38
H -3.70 -2.31 -0.35
H -3.12 -4.70 -0.30
H -0.89 -5.42 0.50
H 0.76 -3.71 1.22
H -0.20 0.90 0.32
C 0.38 -0.52 -1.84
C -0.76 0.04 -2.39
C -1.66 -0.74 -3.10
C -1.43 -2.09 -3.26
C -0.28 -2.66 -2.73
C 0.61 -1.88 -2.02
H 1.50 -2.33 -1.59
H -0.10 -3.72 -2.85
H -2.13 -2.70 -3.81
H -2.55 -0.29 -3.52
H -0.95 1.10 -2.27
H 2.23 -0.28 -0.79
H 2.01 1.52 -2.62
H 0.11 2.87 -0.57
*
```

=====

Molecular formula: C2H3NO
Method: DFT, ωB97M-V/def2-TZVPD

HOMO energy (spin up / spin down) = -8.404 / -8.462 eV
HOMO-LUMO gap (spin up / spin down) = 0.166 / 0.167 hartree
relative energy (zero: lowest compared OMol25 entry of this formula, charge and spin) = 171.7 kcal per mole
LUMO (spin up / spin down) = -3.9 / -3.9 eV

The geometry in ORCA input format:
```
! RIJCOSX wB97M-V def2-TZVPD def2/J DEFGRID3
* xyz 0 1
C 0.95 -1.26 -1.51
C 0.81 -0.35 -0.68
N -1.37 1.50 1.23
O 0.85 0.38 0.21
H 1.05 -2.21 -2.05
H -0.55 1.36 1.77
H -1.74 0.57 1.02
*
```

=====

Molecular formula: C48H54BrF3N7O4STa
Method: DFT, ωB97M-V/def2-TZVPD

HOMO energy = -12.378 eV
HOMO-LUMO gap = 0.198 hartree
relative energy (zero: lowest compared OMol25 entry of this formula, charge and spin) = 25.2 kcal per mole
LUMO = -7.0 eV

The geometry in ORCA input format:
```
! RIJCOSX wB97M-V def2-TZVPD def2/J DEFGRID3
* xyz 2 1
Ta -0.15 -0.14 0.53
C 3.91 2.94 4.55
C 2.38 2.97 4.50
C 1.84 2.68 3.14
C 1.38 3.56 2.19
C 1.39 5.05 2.25
C 2.67 5.63 1.64
C 0.91 2.77 1.09
N 1.06 1.42 1.35
C 1.67 1.37 2.60
C 2.07 0.20 3.21
C 1.95 -1.07 2.67
C 2.43 -2.26 3.31
C 3.02 -2.31 4.68
C 4.50 -1.92 4.75
C 2.17 -3.29 2.45
C 1.53 -2.73 1.30
C 1.13 -3.45 0.20
C 0.54 -2.93 -0.93
N 0.17 -1.60 -1.10
C -0.25 -1.52 -2.41
C -0.61 -0.35 -3.05
C -0.49 0.91 -2.52
N -0.10 1.19 -1.23
C -0.02 2.56 -1.17
C 0.40 3.29 -0.08
C -0.38 3.15 -2.43
C -0.69 2.11 -3.27
C -1.09 2.18 -4.71
C 0.12 2.09 -5.65
C -0.34 4.61 -2.75
C 1.09 5.05 -3.11
C -0.18 -2.80 -3.06
C 0.31 -3.68 -2.13
C 0.64 -5.12 -2.32
C 2.13 -5.35 -2.60
C -0.50 -3.06 -4.49
C 0.71 -2.81 -5.40
N 1.37 -1.36 1.45
C 2.47 -4.75 2.64
C 3.79 -5.16 1.99
H 4.25 3.08 5.58
H 4.33 3.74 3.94
H 4.30 1.99 4.18
H 2.03 3.96 4.80
H 1.96 2.25 5.20
H 1.31 5.35 3.30
H 0.52 5.45 1.73
H 3.55 5.27 2.17
H 2.65 6.72 1.70
H 2.77 5.34 0.59
H 2.52 0.29 4.18
H 2.91 -3.32 5.07
H 2.45 -1.65 5.34
H 5.12 -2.64 4.22
H 4.82 -1.90 5.79
H 4.68 -0.94 4.31
H 1.34 -4.51 0.19
H -0.91 -0.43 -4.08
H 0.39 4.37 -0.17
H -1.61 3.12 -4.89
H -1.79 1.37 -4.94
H 0.76 2.97 -5.54
H -0.21 2.05 -6.69
H 0.72 1.20 -5.43
H -0.69 5.19 -1.90
H -1.00 4.81 -3.59
H 1.77 4.90 -2.27
H 1.10 6.11 -3.39
H 1.47 4.48 -3.96
H 0.06 -5.51 -3.16
H 0.35 -5.69 -1.43
H 2.43 -4.84 -3.52
H 2.34 -6.41 -2.71
H 2.74 -4.95 -1.79
H -1.33 -2.42 -4.81
H -0.83 -4.09 -4.61
H 1.08 -1.79 -5.29
H 0.43 -2.97 -6.44
H 1.52 -3.49 -5.16
H 1.66 -5.34 2.22
H 2.51 -4.96 3.71
H 3.79 -4.96 0.92
H 3.97 -6.22 2.15
H 4.63 -4.61 2.44
Br -5.59 4.96 -3.27
C -4.63 3.60 -2.38
C -4.56 2.32 -2.92
C -3.81 1.38 -2.24
N -3.13 1.63 -1.12
C -3.23 2.86 -0.61
C -3.97 3.88 -1.20
H -5.09 2.07 -3.82
H -3.73 0.37 -2.63
H -2.68 3.04 0.30
H -4.02 4.85 -0.74
F -3.99 0.08 2.35
C -3.20 0.45 3.36
F -3.04 -0.59 4.17
F -3.74 1.45 4.00
S -1.53 0.90 2.64
O -0.71 -0.30 2.82
O -1.12 2.11 3.25
O -1.76 0.97 1.17
N -5.73 -0.85 -0.51
C -5.43 -2.14 -0.24
O -6.14 -3.08 -0.54
C -4.13 -2.37 0.48
C -4.06 -3.37 1.44
C -2.86 -3.57 2.12
C -1.78 -2.77 1.81
N -1.83 -1.83 0.86
C -2.99 -1.64 0.20
H -6.64 -0.66 -0.90
H -5.20 -0.08 -0.13
H -4.93 -3.98 1.65
H -2.77 -4.34 2.87
H -0.84 -2.88 2.34
H -2.98 -0.89 -0.58
*
```

=====

Molecular formula: C48H37F2N4P2RuS
Method: DFT, ωB97M-V/def2-TZVPD

HOMO energy (spin up / spin down) = -14.813 / -14.813 eV
HOMO-LUMO gap (spin up / spin down) = 0.163 / 0.163 hartree
LUMO (spin up / spin down) = -10.4 / -10.4 eV

The geometry in ORCA input format:
```
! RIJCOSX wB97M-V def2-TZVPD def2/J DEFGRID3
* xyz 3 1
Ru 0.13 0.64 -1.62
F 4.23 0.50 -4.94
C 3.47 1.21 -4.12
C 2.34 0.63 -3.57
C 1.56 1.39 -2.71
C 1.87 2.74 -2.43
C 3.04 3.25 -2.98
F 3.40 4.50 -2.72
C 3.85 2.51 -3.83
C 0.89 3.48 -1.62
C 0.90 4.84 -1.35
C -0.16 5.40 -0.66
C -1.22 4.60 -0.27
C -1.16 3.25 -0.57
N -0.13 2.70 -1.21
H 2.10 -0.39 -3.86
H 4.74 2.95 -4.26
H 1.72 5.46 -1.69
H -0.17 6.46 -0.45
H -2.08 5.00 0.25
H -1.98 2.59 -0.31
N -3.11 -1.10 -3.29
C -4.26 -0.31 -2.97
C -5.49 -0.92 -2.81
C -6.58 -0.14 -2.44
C -6.42 1.22 -2.21
C -5.17 1.82 -2.35
C -4.09 1.05 -2.76
S -2.53 1.75 -3.19
N -1.53 0.47 -2.61
C -1.88 -0.78 -2.93
C -0.82 -1.82 -2.84
C -0.93 -3.11 -3.32
C 0.16 -3.96 -3.20
C 1.32 -3.49 -2.60
C 1.35 -2.18 -2.14
N 0.31 -1.36 -2.25
H -3.30 -2.06 -3.54
H -5.60 -1.98 -2.98
H -7.55 -0.59 -2.34
H -7.27 1.83 -1.93
H -5.05 2.88 -2.19
H -1.83 -3.46 -3.80
H 0.10 -4.97 -3.58
H 2.19 -4.11 -2.50
H 2.24 -1.77 -1.67
C 0.44 1.55 1.81
P 0.38 0.17 0.67
C 1.88 -0.78 0.71
C 2.01 -2.10 1.14
C 3.24 -2.74 1.05
C 4.34 -2.07 0.52
C 4.22 -0.75 0.09
C 3.00 -0.11 0.19
C -1.19 -0.69 0.69
C -1.32 -2.05 0.39
C -2.58 -2.62 0.28
C -3.71 -1.83 0.42
C -3.60 -0.48 0.71
C -2.34 0.09 0.86
P 0.62 1.22 3.67
C 2.37 0.75 3.86
C 3.38 1.38 3.13
C 4.72 1.14 3.42
C 5.06 0.29 4.46
C 4.07 -0.31 5.21
C 2.73 -0.08 4.92
C -0.33 -0.32 3.87
C -1.70 -0.15 4.10
C -2.54 -1.25 4.23
C -2.01 -2.53 4.17
C -0.64 -2.71 3.98
C 0.19 -1.61 3.83
H -0.49 2.12 1.70
H 1.24 2.22 1.50
H 1.17 -2.63 1.58
H 3.34 -3.75 1.41
H 5.29 -2.57 0.46
H 5.08 -0.23 -0.30
H 2.92 0.93 -0.13
H -0.44 -2.68 0.26
H -2.67 -3.68 0.08
H -4.70 -2.28 0.33
H -4.48 0.13 0.85
H -2.27 1.13 1.15
H 3.15 2.09 2.34
H 5.49 1.65 2.85
H 6.10 0.11 4.69
H 4.32 -0.95 6.04
H 1.97 -0.53 5.55
H -2.11 0.85 4.20
H -3.59 -1.11 4.42
H -2.65 -3.39 4.31
H -0.22 -3.71 3.98
H 1.26 -1.76 3.71
*
```

=====

Molecular formula: C3H8O3RbS
Method: DFT, ωB97M-V/def2-TZVPD

HOMO energy = -14.574 eV
HOMO-LUMO gap = 0.400 hartree
relative energy (zero: lowest compared OMol25 entry of this formula, charge and spin) = 13.5 kcal per mole
LUMO = -3.7 eV

The geometry in ORCA input format:
```
! RIJCOSX wB97M-V def2-TZVPD def2/J DEFGRID3
* xyz 1 1
Rb -9.22 -17.86 4.28
O -7.03 -15.17 5.47
S -7.65 -15.63 6.72
O -8.19 -16.99 6.71
O -6.63 -15.48 8.00
C -5.77 -14.39 8.05
C -5.04 -14.67 9.34
C -8.96 -14.44 7.24
H -6.37 -13.50 8.23
H -5.09 -14.37 7.20
H -4.17 -14.01 9.36
H -4.73 -15.71 9.46
H -5.71 -14.47 10.18
H -9.71 -14.92 7.87
H -9.47 -14.15 6.32
H -8.58 -13.66 7.91
*
```

=====

Molecular formula: C3H7OP
Method: DFT, ωB97M-V/def2-TZVPD

HOMO energy = -8.831 eV
HOMO-LUMO gap = 0.362 hartree
relative energy (zero: lowest compared OMol25 entry of this formula, charge and spin) = 16.4 kcal per mole
LUMO = 1.0 eV

The geometry in ORCA input format:
```
! RIJCOSX wB97M-V def2-TZVPD def2/J DEFGRID3
* xyz 0 1
C -1.39 0.62 -0.59
C -0.97 -0.03 0.75
C 1.60 0.27 -0.46
O -0.58 1.79 -0.54
P 0.50 1.13 0.68
H -1.12 -0.05 -1.42
H -2.49 0.72 -0.77
H -1.64 0.01 1.72
H -0.81 -1.08 0.78
H 0.97 -0.34 -1.03
H 2.43 -0.16 0.02
H 2.00 1.14 -1.06
*
```

=====

Molecular formula: C6H8N2O
Method: DFT, ωB97M-V/def2-TZVPD

HOMO energy = -7.497 eV
HOMO-LUMO gap = 0.293 hartree
relative energy (zero: lowest compared OMol25 entry of this formula, charge and spin) = 27.5 kcal per mole
LUMO = 0.5 eV

The geometry in ORCA input format:
```
! RIJCOSX wB97M-V def2-TZVPD def2/J DEFGRID3
* xyz 0 1
C -1.68 -0.23 -1.92
C -0.65 -0.14 -0.83
C -0.70 1.07 -0.20
C 0.93 0.77 1.89
C 1.34 -1.24 0.43
C 0.43 -1.12 -0.62
H -2.48 0.48 -1.80
H -2.03 -1.29 -1.83
H -1.10 -0.14 -2.88
H -1.23 1.99 -0.67
H -0.12 2.39 1.34
H 1.98 -0.84 2.40
H 2.06 -2.07 0.48
H 0.57 -1.96 -1.36
N -0.03 1.45 1.02
N 1.60 -0.42 1.54
O 1.12 1.31 3.00
*
```

=====

Molecular formula: C2H8S2
Method: DFT, ωB97M-V/def2-TZVPD

HOMO energy = -9.174 eV
HOMO-LUMO gap = 0.364 hartree
relative energy (zero: lowest compared OMol25 entry of this formula, charge and spin) = 19.3 kcal per mole
LUMO = 0.7 eV

The geometry in ORCA input format:
```
! RIJCOSX wB97M-V def2-TZVPD def2/J DEFGRID3
* xyz 0 1
S 3.70 -0.02 -0.94
H 2.52 0.63 -0.97
H 4.12 0.78 -1.95
C -0.69 -1.08 0.37
C -1.78 0.01 0.56
S -1.39 1.52 -0.28
H 0.29 -0.74 0.75
H -0.58 -1.09 -0.65
H -0.92 -2.06 0.81
H -2.72 -0.47 0.20
H -1.95 0.16 1.72
H -0.60 2.35 0.39
*
```